Molecular formula: C7H8
Method: DFT, the ωB97M-V functional and the def2-TZVPD basis

```
15
Properties=species:S:1:pos:R:3
C 0.1826 -1.4099 0.4710
C -0.4250 -0.0322 0.7756
C 0.4557 1.1714 0.2910
C 1.5084 0.8253 -0.6694
C 2.4012 0.5504 -1.4300
C -1.7845 0.0593 0.2220
C -2.9026 0.1326 -0.2200
H 0.3113 -1.5392 -0.6074
H 1.1641 -1.5159 0.9443
H -0.4760 -2.2031 0.8384
H -0.5195 0.0649 1.8656
H -0.1952 1.9306 -0.1567
H 0.9343 1.6437 1.1577
H 3.1923 0.3014 -2.1027
H -3.8926 0.1994 -0.6141
```

Highest occupied orbital energy, eV: -9.9
Energy relative to the best compared isomer or geometry (same formula, charge and spin), eV: 3.8514
Molar mass, g/mol: 92.1
Net charge: 0
Gap between HOMO and LUMO, hartree: 0.39856
Energy, hartree: -271.3899


Molecular formula: C24H26N4O4S
Method: DFT, the ωB97M-V functional and the def2-TZVPD basis

```
59
Properties=species:S:1:pos:R:3
C 3.9294 -1.7984 3.7478
C 2.4133 -1.6872 3.5816
C 2.0446 -0.3322 2.9985
O 1.5737 0.5627 3.6638
N 2.3387 -0.2423 1.6697
C 2.0983 0.8095 0.7921
C 1.7348 2.0861 1.2185
C 1.4631 3.0670 0.2868
C 1.5286 2.8007 -1.0817
C 1.9649 1.5441 -1.5008
C 2.2495 0.5660 -0.5737
H 2.5725 -0.4072 -0.9145
H 2.0923 1.3253 -2.5492
C 1.0856 3.8542 -2.0199
O 1.2837 5.0325 -1.8359
C 0.2306 3.3728 -3.1799
H -0.0330 4.2074 -3.8281
H 0.6639 2.5508 -3.7444
S -1.3312 2.7377 -2.4666
C -0.9528 1.0392 -2.4102
N -0.1037 0.4120 -3.1785
N -0.0772 -0.8680 -2.7872
C -0.9203 -1.0214 -1.8007
N -1.5319 0.1772 -1.5233
C -2.3405 0.5321 -0.3908
H -2.9028 1.4373 -0.6308
H -3.0300 -0.2845 -0.1710
C -1.4366 0.7840 0.8321
H -0.7099 1.5610 0.5699
C -2.2474 1.1559 2.0872
H -2.1083 2.1992 2.3572
C -1.7058 0.1975 3.1496
H -2.4483 -0.0802 3.8931
C -1.2579 -0.9805 2.2901
H -0.4900 -1.5990 2.7536
O -0.6941 -0.3862 1.1385
H -2.1099 -1.6192 2.0114
H -0.8359 0.6291 3.6445
H -3.3099 0.9784 1.9137
C -1.1486 -2.2685 -1.0874
C -2.4258 -2.7532 -0.8309
C -2.6000 -3.9307 -0.1276
C -1.4973 -4.6427 0.3291
C -0.2150 -4.1746 0.0500
C -0.0468 -3.0044 -0.6560
H 0.9405 -2.6386 -0.8865
H 0.6289 -4.7514 0.3939
O -1.6205 -5.7937 1.0391
H -2.5521 -6.0246 1.1388
H -3.5981 -4.3037 0.0636
H -3.2943 -2.2316 -1.2077
H 1.1598 4.0530 0.6066
H 1.6447 2.2915 2.2719
H 2.6379 -1.0956 1.2176
H 1.9327 -1.7753 4.5566
H 2.0451 -2.4865 2.9343
H 4.1876 -2.7539 4.1981
H 4.2938 -1.0034 4.3940
H 4.4381 -1.7209 2.7890
```

Highest occupied orbital energy, eV: -8.2
Energy relative to the best compared isomer or geometry (same formula, charge and spin), eV: 1.9598
Molar mass, g/mol: 466.6
Net charge: 0
Gap between HOMO and LUMO, hartree: 0.31606
Energy, hartree: -1848.3585


Molecular formula: C23H55ClFN4
Method: DFT, the ωB97M-V functional and the def2-TZVPD basis

```
84
Properties=species:S:1:pos:R:3
C -0.7489 -3.4368 0.0268
C -0.9967 -2.1921 -1.0157
Cl -0.1061 -2.4247 -2.6587
C -0.6447 -0.7174 -0.3132
N 0.0773 -0.8507 1.0101
C 1.5559 -0.5408 0.8918
C 2.2858 -1.1811 -0.4385
F 1.8680 0.9276 1.0600
H -1.5531 -3.3416 0.9037
H -0.9880 -4.4824 -0.4872
H 0.3506 -3.4785 0.4719
H -2.1529 -2.2183 -1.2953
H -0.1437 0.0363 -1.0708
H -1.7131 -0.2450 -0.0660
H 2.0821 -1.0611 1.8286
H 2.0692 -2.3513 -0.4849
H 1.8972 -0.7186 -1.4638
H 3.4624 -0.9797 -0.4451
C 0.4862 -1.9689 -10.2742
C -0.4173 -2.5196 -9.1751
N 0.2981 -3.2981 -8.1597
C -0.5927 -4.0698 -7.2847
C -1.5482 -3.2900 -6.3883
C 1.4028 -2.6201 -7.4804
C 1.0938 -1.3175 -6.7490
H 1.0759 -2.7666 -10.7391
H -0.1209 -1.5025 -11.0559
H 1.1716 -1.2054 -9.8938
H -1.1524 -3.1710 -9.6664
H -0.9795 -1.6928 -8.7297
H 0.0057 -4.7441 -6.6617
H -1.1932 -4.7360 -7.9175
H -1.0266 -2.8289 -5.5471
H -2.2914 -3.9726 -5.9637
H -2.0940 -2.5139 -6.9321
H 2.1846 -2.4136 -8.2209
H 1.8814 -3.3132 -6.7761
H 0.4736 -0.6391 -7.3412
H 2.0287 -0.7905 -6.5279
H 0.5988 -1.4977 -5.7930
C 3.3687 7.2109 3.5461
C 2.1822 6.2592 3.4271
N 1.9799 5.7366 2.0726
C 0.6827 5.0734 1.8931
C 0.4212 3.8074 2.7015
C 3.1195 5.0484 1.4650
C 3.7004 3.8475 2.2050
H 3.2951 8.0283 2.8204
H 3.3921 7.6528 4.5467
H 4.3216 6.6950 3.3945
H 1.2901 6.8270 3.7235
H 2.2982 5.4535 4.1589
H 0.5326 4.8518 0.8305
H -0.1038 5.7984 2.1396
H 0.9769 2.9545 2.3065
H -0.6407 3.5478 2.6422
H 0.6670 3.9278 3.7604
H 3.9248 5.7791 1.3237
H 2.8599 4.7395 0.4439
H 3.8334 4.0358 3.2739
H 4.6871 3.6060 1.7943
H 3.0803 2.9576 2.0822
C -0.8991 0.0948 4.2425
C -2.0323 -0.9266 4.2607
N -2.0249 -1.7936 5.4426
C -2.9146 -2.9543 5.3177
C -4.4110 -2.6855 5.2024
C -2.0589 -1.1210 6.7418
C -3.2257 -0.1793 7.0233
H 0.0750 -0.3921 4.3621
H -0.8925 0.6261 3.2861
H -1.0133 0.8441 5.0316
H -1.9110 -1.5499 3.3646
H -2.9861 -0.4010 4.1499
H -2.7415 -3.6361 6.1579
H -2.6056 -3.5224 4.4306
H -4.8420 -2.3855 6.1598
H -4.9255 -3.6024 4.8975
H -4.6433 -1.9200 4.4566
H -1.1298 -0.5499 6.8558
H -2.0102 -1.8691 7.5439
H -3.4353 0.4929 6.1868
H -2.9899 0.4477 7.8903
H -4.1378 -0.7268 7.2678
```

Highest occupied orbital energy, eV: -3.1
Molar mass, g/mol: 442.2
Net charge: -1
Gap between HOMO and LUMO, hartree: 0.21014
Energy, hartree: -1688.2801